{"formula": "C26H35O2SiSn", "method": "wB97M-V/def2-TZVPD", "charge": -1, "fmax_ev_per_a": 6.787, "total_energy_ha": -1665.89206, "gap_ev": 3.984, "relative_energy_kj_mol": 81.1, "e_homo_ev": -1.8, "mol_weight_g_mol": 526.36, "lumo_ev": 2.2275, "symbols": ["C", "C", "H", "C", "H", "H", "C", "H", "H", "C", "H", "C", "H", "C", "C", "O", "H", "C", "Si", "H", "H", "H", "C", "H", "H", "C", "H", "H", "H", "H", "C", "H", "H", "H", "C", "C", "C", "H", "H", "C", "H", "H", "C", "H", "H", "C", "C", "H", "H", "C", "H", "Sn", "O", "C", "H", "H", "C", "C", "H", "C", "C", "H", "C", "H", "H"], "xyz": [[-3.703, 2.335, 1.975], [-1.965, 0.249, 2.585], [3.797, -5.846, 3.052], [-0.543, -4.920, -1.979], [-1.286, -0.550, 2.828], [0.954, -3.915, 3.882], [1.081, -5.511, 0.602], [-0.425, -3.311, 0.183], [4.634, -5.561, 1.523], [1.730, 4.480, -3.991], [1.635, -5.993, -0.200], [1.794, 6.811, -3.390], [-2.426, 2.686, 0.171], [0.851, 0.888, -1.363], [-0.280, 1.340, -0.646], [1.003, 3.273, -4.189], [2.038, -2.134, -0.274], [-0.985, 2.431, -1.194], [-0.479, -4.743, -0.113], [-4.363, 3.149, 1.736], [4.910, 5.633, -3.873], [0.799, -6.277, 1.320], [-3.026, 0.516, 3.402], [-0.071, -0.153, 0.846], [-1.422, -4.422, -2.379], [2.924, -2.615, 0.133], [0.345, -4.483, -2.430], [-1.168, 3.866, -2.746], [1.427, 0.071, -0.966], [4.745, -4.372, 2.825], [1.077, 5.670, -3.660], [-1.971, -5.269, 1.787], [2.133, 1.190, -3.034], [3.474, -3.076, -0.684], [4.086, -5.083, 2.332], [1.243, 1.503, -2.518], [-0.664, 0.700, 0.557], [-1.915, 2.792, -0.556], [0.004, 5.679, -3.627], [-0.606, 3.040, -2.349], [-5.252, 3.750, 3.658], [3.734, 7.679, -3.197], [1.265, -3.168, 3.155], [-2.106, -6.487, 0.515], [3.631, 3.590, -4.381], [-2.646, 2.067, 1.162], [-2.020, -5.422, 0.711], [-2.908, -4.926, 0.326], [1.280, 7.718, -3.119], [3.834, 5.638, -3.817], [-6.308, 2.658, 2.705], [2.354, -4.092, 1.567], [-4.996, 1.736, 3.993], [3.123, 4.493, -4.092], [0.377, -2.675, 2.765], [1.881, -2.428, 3.659], [-1.743, 1.016, 1.417], [0.534, 2.600, -3.034], [-6.602, 2.906, 4.441], [-3.931, 1.554, 3.120], [3.174, 6.793, -3.444], [3.553, -1.857, 0.594], [-5.831, 2.824, 3.673], [-0.588, -5.972, -2.250], [-3.192, -0.060, 4.294]]}

=====

{"formula": "C26H36AuN3P2", "method": "wB97M-V/def2-TZVPD", "charge": 0, "fmax_ev_per_a": 3.879, "total_energy_ha": -1994.92362, "gap_ev": 6.394, "e_homo_ev": -6.9, "mol_weight_g_mol": 649.51, "lumo_ev": -0.5018, "symbols": ["H", "H", "C", "P", "N", "C", "H", "C", "C", "C", "H", "C", "H", "Au", "C", "H", "H", "P", "N", "H", "C", "H", "H", "H", "H", "H", "C", "C", "H", "H", "H", "C", "C", "N", "C", "H", "C", "C", "H", "H", "H", "H", "H", "C", "C", "H", "H", "C", "H", "H", "C", "H", "C", "C", "H", "H", "C", "H", "H", "H", "H", "C", "H", "C", "C", "H", "C", "H"], "xyz": [[-1.829, -1.847, 3.374], [-4.288, 3.672, 0.083], [-0.312, 2.076, -2.749], [0.040, 1.277, -1.063], [1.718, -1.696, -1.774], [-0.964, -2.521, 3.448], [-0.175, 4.206, -2.198], [-2.384, -1.839, -1.784], [0.971, -3.630, 2.237], [-1.305, -3.562, 1.166], [-0.845, 0.156, -3.725], [-0.337, -2.748, 2.054], [-6.002, 1.975, 3.705], [-0.343, -1.668, -1.625], [-0.932, 3.477, -2.550], [4.283, -2.696, 0.303], [-0.877, -3.784, 0.196], [0.061, -1.115, 1.237], [-2.365, -0.139, 1.924], [-2.822, -0.977, -2.286], [2.856, -1.540, -1.556], [4.352, 0.365, -2.695], [6.812, 0.802, -2.139], [-2.262, -3.038, 1.039], [7.929, -0.582, -0.451], [1.497, -0.773, 3.184], [0.999, 2.242, -3.596], [-3.321, 1.877, 0.850], [-0.241, -2.130, 4.177], [-2.242, 1.007, -3.003], [1.593, 2.253, 0.512], [-1.287, 1.149, -3.544], [-5.222, 2.910, 1.906], [-2.381, 1.837, -0.146], [-4.298, 2.894, 0.890], [-2.865, -1.968, -0.810], [4.851, -1.952, -0.238], [0.916, -0.113, 2.536], [1.627, 0.590, 2.056], [0.708, 2.567, -4.619], [-5.957, 3.710, 1.964], [0.704, -4.591, 2.668], [1.540, 1.291, -3.686], [-1.405, 0.925, -0.028], [0.804, 2.670, -0.133], [6.669, -2.152, 0.938], [1.716, -3.145, 2.898], [-5.232, 1.931, 2.903], [-1.500, -4.511, 1.669], [-4.311, 0.132, 3.700], [-4.331, 0.898, 2.918], [1.456, -3.822, 1.266], [6.232, 0.022, -1.640], [4.192, -1.244, -1.256], [-1.784, 3.450, -1.856], [1.670, 2.968, -3.132], [-1.398, -0.055, 0.997], [-1.264, -3.491, 3.828], [-2.523, -2.740, -2.382], [-1.238, 3.854, -3.545], [1.268, 3.357, -0.870], [6.866, -0.733, -0.662], [0.219, 0.503, 3.139], [-3.328, 0.859, 1.911], [4.902, -0.219, -1.939], [0.050, 3.206, 0.460], [6.174, -1.680, 0.076], [-1.504, 1.595, -4.531]]}

=====

{"formula": "C26H36Br2N7O5P2SeSn", "method": "wB97M-V/def2-TZVPD", "charge": 3, "fmax_ev_per_a": 0.562, "total_energy_ha": -10217.53689, "gap_ev": [4.039, 4.017], "relative_energy_kj_mol": 15.0, "e_homo_ev": [-15.5, -15.5], "mol_weight_g_mol": 946.05, "lumo_ev": [-11.4272, -11.4482], "symbols": ["C", "H", "H", "N", "P", "H", "C", "H", "C", "Sn", "P", "Br", "H", "H", "H", "H", "C", "C", "H", "H", "C", "C", "C", "O", "C", "H", "H", "C", "H", "H", "C", "N", "O", "H", "C", "H", "H", "H", "C", "N", "C", "C", "H", "C", "C", "H", "H", "H", "O", "N", "C", "O", "H", "N", "H", "C", "C", "C", "H", "H", "Br", "H", "C", "H", "C", "H", "H", "N", "H", "C", "H", "Se", "C", "H", "H", "N", "C", "H", "H", "O"], "xyz": [[-5.948, -1.103, -0.740], [-0.869, -5.634, -3.206], [0.507, -6.064, 0.839], [-3.712, -0.414, -0.677], [0.389, 2.731, -0.617], [-0.693, -3.180, -2.910], [0.144, -0.694, 6.583], [-1.660, 3.405, -2.297], [-0.545, -5.217, -2.263], [-0.615, -0.652, -0.405], [2.386, 0.722, -1.191], [-0.356, -7.892, -1.339], [-1.323, 5.135, -2.056], [2.365, 2.185, -4.369], [-7.241, -4.254, -0.556], [5.305, -0.625, -1.413], [1.146, -0.191, 5.704], [-4.164, -2.798, -0.492], [0.637, -3.594, 0.965], [3.191, 2.682, -2.892], [4.760, 1.845, -0.433], [1.530, 3.842, 1.610], [-1.261, -1.298, 4.730], [-1.038, -1.810, 1.864], [-6.499, -3.467, -0.572], [0.947, 5.822, -1.338], [-3.114, -3.053, -0.405], [-0.443, -3.849, -2.092], [-1.802, -1.636, 6.774], [1.555, -1.191, -3.007], [0.921, -0.230, 4.358], [0.337, 3.844, -1.809], [1.534, -0.418, -0.695], [1.657, 0.144, 3.660], [-1.067, -1.253, 6.081], [1.314, 4.851, 1.964], [-4.861, -4.825, -0.371], [-0.854, 2.924, 2.569], [1.989, -0.408, -3.625], [-0.039, -3.272, -0.957], [-6.923, -2.129, -0.700], [-0.895, 3.456, 1.616], [4.186, 2.766, -0.390], [-0.514, -0.803, 2.370], [4.586, -0.602, -0.591], [5.128, -0.744, 0.344], [-1.101, 4.510, 1.812], [2.899, -0.793, -4.091], [-0.659, 1.681, -0.836], [0.371, 3.299, 0.909], [1.327, 4.923, -1.831], [-0.141, 0.209, 1.712], [-7.975, -1.875, -0.762], [2.275, 0.780, -2.818], [5.340, 1.757, 0.486], [2.986, 1.835, -3.544], [-5.153, -3.788, -0.470], [-0.280, -0.780, 3.861], [2.062, 0.210, 6.116], [1.563, 5.172, -2.865], [0.410, -0.617, 8.373], [-2.160, -1.731, 4.314], [-0.931, 4.195, -2.451], [-0.775, 4.314, -3.524], [0.301, -4.076, 0.056], [3.883, -1.425, -0.709], [5.456, 1.895, -1.273], [3.876, 0.683, -0.547], [1.285, -0.148, -4.416], [-4.552, -1.430, -0.630], [3.929, 1.466, -3.953], [-4.708, 1.059, -0.871], [0.229, -5.456, -0.010], [-1.710, 3.036, 1.032], [2.402, 3.882, 0.965], [-6.235, 0.182, -0.872], [-0.212, -6.035, -1.192], [1.776, 3.219, 2.474], [2.249, 4.616, -1.338], [1.895, 2.175, -0.725]]}

=====

{"formula": "C26H36Cl4N4O5ReS2Si", "method": "wB97M-V/def2-TZVPD", "charge": 0, "fmax_ev_per_a": 0.391, "total_energy_ha": -4612.74725, "multiplicity": 4, "gap_ev": [6.440, 6.104], "e_homo_ev": [-7.2, -7.5], "mol_weight_g_mol": 904.84, "lumo_ev": [-0.8056, -1.3911], "symbols": ["C", "C", "S", "H", "C", "C", "N", "H", "O", "Re", "C", "H", "C", "C", "C", "C", "N", "C", "H", "C", "Cl", "C", "H", "H", "C", "C", "Cl", "H", "H", "C", "H", "C", "H", "C", "H", "Cl", "H", "Cl", "S", "Si", "O", "H", "H", "C", "H", "C", "C", "H", "H", "H", "H", "O", "C", "H", "C", "N", "H", "C", "C", "H", "H", "O", "H", "H", "H", "H", "H", "H", "C", "H", "C", "O", "H", "N", "H", "H", "H", "H", "H"], "xyz": [[2.773, -2.814, 1.729], [-1.705, 1.150, 2.759], [-0.506, -1.430, -1.373], [-4.179, -1.663, 1.916], [-4.869, 1.148, -0.023], [-2.511, -3.020, 1.718], [2.131, 4.631, -1.875], [-3.374, -2.059, 3.447], [-2.959, -0.212, 0.219], [1.117, 0.283, -0.927], [3.974, -2.248, 2.132], [-0.230, -1.185, 3.195], [-4.069, -0.295, -1.913], [3.093, 0.413, -5.699], [0.575, 2.062, 2.385], [1.946, 1.161, -5.958], [2.246, -0.845, 0.503], [3.410, -0.277, 0.891], [-3.621, -4.434, 0.524], [3.667, 1.077, 0.415], [4.241, 0.121, -6.949], [-1.789, -4.078, 2.542], [-3.462, -2.840, -0.220], [-5.487, 0.329, 0.350], [2.392, 0.141, -3.426], [1.014, 1.408, -4.948], [1.671, 1.795, -7.536], [-4.431, -3.247, 2.673], [1.366, -0.428, 2.992], [-2.942, -3.593, 0.374], [-2.407, 2.326, -0.390], [3.320, -0.104, -4.421], [-1.437, -3.649, 3.481], [-0.283, 0.813, 2.335], [-0.930, -4.464, 1.990], [-0.407, 2.335, -5.221], [-2.139, 1.885, 2.081], [4.718, -1.031, -4.047], [0.275, 3.179, -0.695], [-1.467, -0.812, 0.375], [2.493, -0.309, -2.169], [-1.887, 1.343, -1.777], [2.481, -3.808, 2.034], [-3.700, -2.459, 2.485], [-4.700, -1.111, -1.556], [4.951, 1.769, 0.732], [1.941, -2.082, 0.909], [0.999, -2.475, 0.549], [0.623, 2.393, 3.424], [-3.301, 2.382, -1.911], [-4.557, 1.763, 0.823], [-0.334, 0.314, 0.928], [-2.753, 1.726, -1.233], [-2.345, 0.268, 2.781], [1.241, 0.902, -3.674], [2.725, 1.617, -0.294], [1.592, 1.859, 2.050], [0.322, -0.249, 3.245], [-3.652, 0.601, -0.755], [-3.192, -0.712, -2.410], [5.783, 1.311, 0.192], [-1.547, -1.966, 1.524], [-1.681, 1.578, 3.762], [-2.457, -4.910, 2.769], [5.168, 1.712, 1.800], [-5.472, 1.760, -0.695], [5.231, -0.514, 1.998], [-4.636, 0.283, -2.645], [4.297, -0.972, 1.710], [3.067, 4.792, -2.204], [1.866, 3.515, -1.165], [0.443, 1.087, -2.639], [4.882, 2.810, 0.434], [2.961, 2.805, -0.862], [0.295, 0.123, 4.271], [1.372, 5.207, -2.186], [-2.074, -3.943, -0.187], [0.169, 2.861, 1.772], [4.657, -2.798, 2.765]]}

=====

{"formula": "C26H36CsFN8O4S2", "method": "wB97M-V/def2-TZVPD", "charge": -2, "fmax_ev_per_a": 0.793, "total_energy_ha": -2667.93363, "gap_ev": 7.000, "relative_energy_kj_mol": 17.2, "e_homo_ev": -3.0, "mol_weight_g_mol": 740.66, "lumo_ev": 3.9570, "symbols": ["H", "C", "H", "C", "H", "H", "S", "H", "C", "H", "C", "H", "H", "C", "C", "H", "C", "H", "C", "N", "H", "N", "C", "S", "H", "N", "H", "H", "F", "C", "H", "C", "C", "O", "H", "C", "H", "C", "H", "H", "C", "C", "H", "H", "H", "C", "C", "H", "H", "H", "C", "H", "N", "H", "H", "Cs", "C", "C", "N", "C", "H", "H", "H", "N", "O", "C", "C", "H", "C", "H", "C", "N", "H", "N", "O", "H", "H", "O"], "xyz": [[4.206, -2.880, 0.217], [1.761, -4.563, -3.285], [-1.898, 3.307, -0.637], [-1.624, -0.549, -4.310], [0.190, 1.492, 5.906], [-4.507, -1.264, -2.699], [0.512, -3.234, -5.026], [-0.724, -0.734, 3.208], [0.961, -2.505, -3.457], [2.184, 5.485, 0.309], [0.342, -0.695, 3.407], [2.652, 1.131, 5.045], [-3.988, -0.709, 2.133], [3.065, -0.559, 3.800], [2.468, 4.582, 0.860], [-1.492, 2.464, -1.968], [-3.819, -1.091, -3.520], [4.513, -2.228, 2.565], [-2.067, -0.647, -5.618], [-2.283, 2.792, -1.422], [-1.015, 1.219, 1.406], [0.631, -1.273, -3.070], [0.849, 0.294, 4.238], [0.070, -0.111, -3.963], [-5.780, -1.927, -5.974], [1.609, -3.345, -2.685], [2.284, -5.343, -2.745], [3.403, 3.693, -0.887], [-1.224, -1.344, 0.684], [-0.050, 1.336, 4.852], [0.738, -2.316, 2.088], [3.177, 2.160, 0.611], [3.458, -2.248, 0.705], [0.705, 0.058, -5.250], [-4.819, 3.532, 3.244], [-2.498, -0.780, -3.255], [1.625, 3.420, 2.266], [2.558, -1.545, 2.956], [0.065, 2.293, 4.335], [3.430, 4.797, 1.337], [-4.278, -1.184, -4.833], [2.227, 0.343, 4.431], [1.258, -5.592, -5.159], [2.240, -4.229, 2.158], [-2.702, 1.962, -1.016], [-2.827, 3.708, 2.479], [-1.859, 1.770, 1.803], [3.968, -4.596, 2.094], [2.488, -2.550, 0.292], [4.139, -0.462, 3.919], [1.183, -1.601, 2.773], [-1.365, -0.466, -6.421], [-5.636, -1.455, -5.095], [1.723, 3.186, -0.617], [0.548, 4.325, 1.508], [1.042, 0.002, -0.410], [-3.963, 3.015, 2.819], [1.238, -4.723, -4.522], [-3.113, -0.273, 1.903], [2.673, 3.419, -0.123], [-3.744, -1.029, -6.907], [-6.092, -1.948, -4.344], [3.217, -4.109, 3.628], [-4.101, 1.696, 2.652], [-0.014, 1.037, -3.084], [-3.052, 1.046, 2.125], [-3.392, -0.961, -5.883], [-2.139, -0.729, -2.232], [3.503, -2.471, 2.220], [-2.743, 4.779, 2.611], [3.219, -3.942, 2.548], [-1.760, 3.064, 1.965], [-2.297, -0.788, 1.392], [1.478, 4.366, 1.917], [2.342, 1.623, 1.392], [-1.097, 1.045, 4.771], [3.686, -1.207, 0.472], [4.334, 1.760, 0.374]]}

=====

{"formula": "C26H36F13O15PS", "method": "wB97M-V/def2-TZVPD", "charge": 0, "fmax_ev_per_a": 5.626, "total_energy_ha": -4178.30844, "smiles": "CCCP(CC)CCC(F)(F)C(F)(F)C(F)(F)C(F)(F)S(F)(F)(F)(F)F.O=C1OCCO1.O=C1OCCO1.O=C1OCCO1.O=C1OCCO1.O=C1OCCO1", "gap_ev": 4.239, "e_homo_ev": -7.4, "mol_weight_g_mol": 898.57, "lumo_ev": -3.1519, "symbols": ["F", "S", "H", "O", "F", "H", "C", "O", "H", "C", "H", "C", "H", "H", "F", "H", "C", "C", "H", "H", "H", "F", "H", "H", "C", "H", "C", "O", "H", "O", "F", "H", "C", "O", "F", "O", "O", "H", "C", "F", "C", "H", "C", "H", "O", "H", "F", "F", "O", "H", "H", "F", "H", "O", "C", "C", "C", "H", "H", "O", "O", "C", "H", "H", "O", "C", "H", "F", "O", "F", "H", "C", "C", "C", "F", "C", "H", "C", "P", "H", "H", "C", "H", "H", "C", "C", "O", "H", "C", "C", "H", "H"], "xyz": [[0.964, -1.593, -2.691], [5.119, -4.097, -2.207], [3.098, -3.112, 2.086], [-6.059, 2.374, -0.597], [2.654, -3.763, -1.131], [7.203, -4.429, 1.819], [-8.350, -0.094, -1.117], [3.384, -5.733, 3.914], [-8.979, -0.716, -0.474], [7.742, -6.434, 1.217], [2.298, 9.072, 5.981], [-7.062, -0.762, -1.472], [1.240, 3.316, -2.464], [-2.299, 1.374, -1.260], [3.191, -1.944, -3.869], [0.243, 5.395, 2.185], [3.476, -1.624, -2.420], [3.477, -4.670, 4.767], [-3.759, 1.045, -0.114], [-6.707, -1.432, -0.681], [-12.017, -0.232, -6.816], [4.445, -2.383, -0.227], [-0.556, 3.060, -2.975], [6.707, -6.733, 1.413], [0.345, 1.132, -2.158], [2.045, -5.229, 2.445], [1.143, 5.118, 1.450], [8.498, -5.406, 3.109], [8.888, -4.598, 1.265], [3.507, -3.490, 4.083], [4.093, -4.697, -3.438], [3.182, 6.529, 5.444], [-1.892, 1.570, 1.083], [9.523, -7.243, 4.006], [5.866, -2.929, -3.205], [-7.934, 1.073, -0.433], [0.643, 8.417, 4.919], [-0.144, 0.749, -3.175], [3.125, -5.205, 2.627], [6.230, -3.673, -0.924], [2.602, 7.249, 4.860], [-12.566, -1.339, -5.534], [8.069, -5.096, 1.796], [-13.090, 0.746, -4.486], [-9.226, -0.830, -3.662], [1.546, 5.152, -0.884], [6.310, -5.224, -2.736], [2.348, 0.984, -3.670], [8.611, -7.310, 1.910], [-0.049, 5.972, -0.295], [4.720, -3.753, 2.451], [4.483, -0.503, -2.302], [-3.277, 2.847, -0.381], [-6.157, 0.319, -1.595], [-10.234, -0.501, -4.265], [-6.664, 1.346, -0.852], [-11.887, -0.513, -5.767], [1.446, 7.655, 6.644], [1.946, 5.966, 1.551], [-10.558, -0.930, -5.520], [1.639, 6.588, 4.061], [3.658, -3.812, 2.713], [-0.133, 2.698, 1.993], [3.281, 7.807, 4.207], [-0.424, 7.211, 3.294], [2.045, -0.935, -1.889], [-1.833, 0.450, 1.421], [4.523, -5.342, -1.136], [-11.186, 0.345, -3.772], [1.855, -1.023, -0.426], [7.927, -6.477, 0.140], [0.534, 7.390, 4.027], [3.852, -2.923, -1.508], [-0.368, 2.220, 0.950], [2.654, 1.548, -1.255], [-2.811, 1.754, -0.265], [-0.225, 0.576, -1.300], [-12.061, 0.648, -4.842], [-0.463, 3.495, -0.496], [-2.435, 2.190, 1.942], [-7.127, -1.322, -2.409], [1.776, 8.147, 5.723], [-8.926, 0.201, -2.001], [3.628, -5.796, 1.857], [0.669, 5.035, -0.118], [1.951, 0.682, -2.272], [3.526, -4.765, 5.982], [1.662, 4.101, 1.798], [8.930, -6.700, 3.089], [0.234, 2.767, -2.130], [-11.750, 1.595, -5.296], [0.455, 1.406, 0.686]]}